# 1
Entry from the OMol25 dataset: a molecular structure, C4H7NOS at a distorted geometry (ωB97M-V/def2-TZVPD).

```
14
Properties=species:S:1:pos:R:3:forces:R:3
S -1.400624 2.554252 2.067750 0.5 -1.6 -1.5
H 1.770364 -1.109778 -1.453188 -1.0 0.4 0.5
C -0.574420 1.312623 0.362401 2.9 0.2 -2.5
C -0.200888 -1.500794 -0.573062 -0.1 0.2 -0.3
C 1.054444 -0.703134 -0.658093 2.3 -1.3 -0.2
H 1.716148 -0.888155 0.259490 -1.0 1.1 -0.6
O -0.791995 2.658207 0.425000 0.2 0.3 0.0
H -1.117263 -0.196671 1.854126 0.2 1.4 0.4
H -0.106385 -2.505760 -0.230431 0.3 -1.0 -0.4
N 0.656125 0.592653 -1.140828 -0.5 3.4 2.9
H -0.795412 -1.046770 0.175750 -0.8 0.4 0.6
H 1.473576 1.321870 -1.120394 -2.0 -1.6 0.4
H -0.727371 -1.342516 -1.507522 -0.2 -0.6 -0.2
C -0.956299 0.853973 1.539000 -0.8 -1.4 0.9
```
Forces are in eV/Å.

## Properties
gap between HOMO and LUMO	8.9	eV
energy relative to the best compared isomer or geometry (same formula, charge and spin)	141.0	kcal per mole

Here are the Mulliken charges for atoms 1 to 6, given in e: atom 1 (S): -0.006, atom 2 (H): 0.310, atom 3 (C): 0.162, atom 4 (C): -1.027, atom 5 (C): -0.140, atom 6 (H): 0.236



# 2
Entry from the OMol25 dataset: a molecular structure, C4H7NOS at a distorted geometry (ωB97M-V/def2-TZVPD).

```
14
Properties=species:S:1:pos:R:3:forces:R:3
H -1.191769 1.573331 -3.037379 -0.9 -2.8 1.8
H 0.744396 -0.037231 -1.945168 -1.8 -0.1 1.0
H -1.910283 -0.395046 -2.731817 0.8 3.3 0.8
C -1.520506 0.676650 -2.255888 -0.7 0.3 1.4
O 1.081064 -0.421486 0.145051 1.0 0.0 1.1
H 0.534711 1.123415 2.048639 0.4 -0.8 -0.7
C -0.233635 0.172535 -1.372571 -2.0 2.9 3.2
H -2.507196 1.225776 -1.521963 3.3 -2.1 -2.2
C 0.982660 -1.061912 1.414540 2.9 2.5 -0.3
H 0.166255 -1.720623 1.255878 -0.6 -1.1 1.2
H 2.024410 -1.402702 1.746868 -1.7 -0.7 -1.1
S 1.130475 -0.083709 3.873574 0.5 -0.1 2.2
N -0.175405 0.237709 0.044031 0.3 -1.5 -9.1
C 0.874824 0.113293 2.336205 -1.5 0.2 0.7
```
Forces are in eV/Å.

## Properties
gap between HOMO and LUMO	8.6	eV
energy relative to the best compared isomer or geometry (same formula, charge and spin)	151.6	kcal per mole

Here are the Mulliken charges for atoms 1 to 6, given in e: atom 1 (H): 0.258, atom 2 (H): 0.343, atom 3 (H): 0.238, atom 4 (C): -0.721, atom 5 (O): -0.208, atom 6 (H): 0.281



# 3
Entry from the OMol25 dataset: C4H7NOS in the gas phase at a distorted geometry (ωB97M-V/def2-TZVPD).

```
14
Properties=species:S:1:pos:R:3:forces:R:3
H 3.243981 -0.765191 -0.389555 -0.1 0.1 -1.3
H -2.159674 0.777636 -0.794529 0.3 0.9 -0.6
H 2.879954 -0.765663 1.143008 0.5 0.0 2.4
S 0.978512 -1.710726 0.091354 0.1 0.8 -0.3
H -0.558365 -0.332308 -1.236965 0.7 -0.1 0.7
O -1.246306 -0.345875 0.639975 -0.5 0.4 1.7
C -2.404309 0.193405 0.062577 -0.3 -3.3 -3.0
C -0.152758 -0.318447 -0.180047 1.0 1.0 -2.2
H -3.000740 -0.684672 -0.468547 0.7 1.5 1.4
C 0.786627 1.002711 -0.017905 -3.1 -3.7 -0.1
H 0.253202 1.892071 0.005728 -0.6 2.0 -0.1
N 1.972208 0.836017 0.214581 2.9 -0.5 0.3
H -2.998533 0.772795 0.682893 -1.0 0.7 1.6
C 2.406206 -0.551757 0.247438 -0.7 0.2 -0.5
```
Forces are in eV/Å.

## Properties
gap between HOMO and LUMO	9.7	eV
SMILES	CO[C@H]1C=NCS1
energy relative to the best compared isomer or geometry (same formula, charge and spin)	52.6	kcal per mole

Here are the Mulliken charges for atoms 1 to 6, given in e: atom 1 (H): 0.332, atom 2 (H): 0.376, atom 3 (H): 0.308, atom 4 (S): -0.159, atom 5 (H): 0.313, atom 6 (O): -0.348



# 4
Entry from the OMol25 dataset: 2 unconnected molecules or ions with the total composition C4H7NOS at a distorted geometry (ωB97M-V/def2-TZVPD).

```
14
Properties=species:S:1:pos:R:3:forces:R:3
H -0.797340 -0.206386 -2.087621 0.0 0.0 0.0
H 2.446220 0.395905 -0.301711 0.1 -0.1 0.0
N -1.610956 -0.577837 1.107383 0.3 0.1 -0.6
H 0.339386 -1.233413 -1.178712 0.1 -0.1 0.0
C 0.369444 0.806390 -0.618828 -0.5 0.5 0.1
H 0.937588 -0.141369 -2.422409 0.1 0.0 0.0
H 1.769353 1.671596 0.737570 0.0 0.0 0.0
C -1.944512 -1.327746 1.968514 0.0 -0.2 -0.2
C 0.189663 -0.257675 -1.637104 -0.1 -0.1 -0.1
C 1.568557 0.719021 0.255377 0.2 0.2 0.0
H 1.370854 -0.023786 1.030619 0.0 -0.1 0.0
S -0.739061 1.986445 -0.425558 0.3 0.3 -0.2
O -2.178330 -2.197818 2.692434 -0.3 -0.7 0.9
H -1.720865 0.386672 0.880046 -0.2 0.3 0.1
```
Forces are in eV/Å.

## Properties
gap between HOMO and LUMO	8.5	eV
SMILES	CC(C)=S.N=C=O
energy relative to the best compared isomer or geometry (same formula, charge and spin)	16.2	kcal per mole

Here are the Mulliken charges for atoms 1 to 6, given in e: atom 1 (H): 0.326, atom 2 (H): 0.330, atom 3 (N): -0.188, atom 4 (H): 0.301, atom 5 (C): 0.555, atom 6 (H): 0.383



# 5
Entry from the OMol25 dataset: C4H7NP2 in the gas phase at a distorted geometry (ωB97M-V/def2-TZVPD).

```
14
Properties=species:S:1:pos:R:3:forces:R:3
H -1.494154 -1.451582 1.594824 -0.6 0.5 0.5
H -1.165752 -2.109125 -0.344096 0.8 0.6 0.9
H 1.434692 1.721480 2.041396 0.1 -0.5 0.1
H -1.505822 1.258933 1.306338 -1.2 0.4 0.3
N 0.404895 0.629984 -0.838807 0.4 -3.5 -2.4
P -0.374735 -1.625311 0.815372 0.5 -0.2 -1.8
C -0.021032 0.176729 0.268710 -0.8 0.0 0.0
H 1.279720 -1.337746 -1.685048 2.3 -3.0 1.6
C -0.453834 1.182725 1.302174 1.5 -0.8 0.2
H 0.660027 -1.723888 -3.855354 -0.3 0.7 -0.5
C 0.361447 1.767297 2.172834 0.3 0.5 -1.2
P 0.153492 -0.381152 -3.578954 0.1 -1.1 0.0
C 0.647400 -0.658895 -2.038088 -2.5 6.4 1.8
H 0.073656 2.550549 2.838699 -0.6 0.1 0.5
```
Forces are in eV/Å.

## Properties
gap between HOMO and LUMO	9.0	eV
SMILES	[H]/P=C/N=C(\P)C=C
energy relative to the best compared isomer or geometry (same formula, charge and spin)	76.9	kcal per mole

Here are the Mulliken charges for atoms 1 to 6, given in e: atom 1 (H): 0.047, atom 2 (H): 0.077, atom 3 (H): 0.276, atom 4 (H): 0.373, atom 5 (N): -0.515, atom 6 (P): -0.082



# 6
Entry from the OMol25 dataset: 2 unconnected molecules or ions with the total composition C4H7NS at a distorted geometry (ωB97M-V/def2-TZVPD).

```
13
Properties=species:S:1:pos:R:3:forces:R:3
N 0.377884 0.938547 0.010989 1.3 -3.3 2.0
H 1.718776 0.134902 1.329863 1.3 -1.3 0.2
S -0.161791 -1.852643 1.512276 0.0 0.9 -1.9
C 1.025804 0.907476 1.283447 1.3 3.1 -0.7
H 1.480478 1.921114 1.528549 -0.6 -1.4 -0.4
C 0.510223 1.882029 -0.728653 -1.1 2.4 -2.5
H -1.220794 -2.419339 -1.101506 0.3 1.0 -0.2
H -2.066470 -0.871523 -1.089028 1.1 0.1 0.0
C -1.032434 -1.306532 -1.095511 -0.3 -1.4 -0.5
H -0.110946 1.984458 -1.614385 0.1 -0.4 -0.6
H 0.205187 0.696607 1.835729 -1.8 -0.5 3.1
C -0.276504 -0.992838 0.130679 -0.8 0.6 1.0
H -0.449414 -1.022256 -2.002448 -0.7 0.0 0.6
```
Forces are in eV/Å.

## Properties
gap between HOMO and LUMO (alpha / beta)	6.6 / 6.6	eV
energy relative to the best compared isomer or geometry (same formula, charge and spin)	130.0	kcal per mole

Here are the Mulliken charges for atoms 1 to 6, given in e: atom 1 (N): -0.054, atom 2 (H): 0.334, atom 3 (S): -0.172, atom 4 (C): -1.148, atom 5 (H): 0.333, atom 6 (C): -0.299



# 7
Entry from the OMol25 dataset: C4H7NS in the gas phase at a distorted geometry (ωB97M-V/def2-TZVPD).

```
13
Properties=species:S:1:pos:R:3:forces:R:3
H 1.873389 -0.798589 0.230268 0.4 0.6 0.3
C -0.159663 0.041644 -0.158407 -0.1 0.4 1.2
C 1.672025 1.668895 0.294236 -2.5 -2.0 1.1
H 1.431274 -3.083278 0.321579 -1.8 1.4 -0.4
C 0.558248 -2.321995 0.177984 2.0 -1.6 1.3
C 0.831853 -1.030899 0.256025 -1.0 0.2 -1.7
H 1.606397 2.717901 0.137267 0.6 0.9 0.5
N 0.415658 1.214373 -0.435805 3.4 0.5 0.5
H -0.430778 -2.709776 0.151571 -0.7 -0.2 -0.3
H 1.548739 1.296777 1.393612 0.4 1.2 -1.8
H 2.552991 1.227668 -0.105397 0.8 -0.1 -0.4
H -0.046733 2.000269 -0.841526 -1.0 -0.3 0.0
S -1.803730 0.043909 -0.103485 -0.4 -1.1 -0.3
```
Forces are in eV/Å.

## Properties
gap between HOMO and LUMO	8.3	eV
SMILES	C=CC(=S)NC
energy relative to the best compared isomer or geometry (same formula, charge and spin)	40.8	kcal per mole

Here are the Mulliken charges for atoms 1 to 6, given in e: atom 1 (H): 0.158, atom 2 (C): 0.368, atom 3 (C): -0.898, atom 4 (H): 0.211, atom 5 (C): -0.684, atom 6 (C): -0.089



# 8
Entry from the OMol25 dataset: C4H7NS in the gas phase at a distorted geometry (ωB97M-V/def2-TZVPD).

```
13
Properties=species:S:1:pos:R:3:forces:R:3
S 4.012663 -0.386200 -0.140145 -2.7 2.2 1.9
C 0.210567 0.515850 -0.106453 -3.2 3.3 -1.9
H -1.680248 -1.719792 0.204743 0.9 -0.5 0.6
N 1.342649 -0.252792 0.081777 1.3 -2.0 0.7
H -2.767319 -0.578861 1.066548 0.2 -0.4 -1.0
H 0.582834 1.479048 -0.502647 -0.5 -0.1 0.5
C -1.187509 0.521970 -0.190588 -0.7 -1.1 -0.9
H 1.356875 -1.293185 -0.342411 0.5 3.3 1.6
C -2.242321 -0.819752 0.110721 2.4 3.3 0.8
H -2.860085 -1.064967 -0.714116 -1.0 0.6 -0.8
C 2.559428 0.431182 0.442590 0.5 -1.9 -2.8
H -1.773016 1.585926 -0.732982 2.2 -3.6 2.1
H 2.445481 1.581571 0.822968 0.2 -3.2 -0.8
```
Forces are in eV/Å.

## Properties
gap between HOMO and LUMO	8.1	eV
SMILES	C/C=C\NC=S
energy relative to the best compared isomer or geometry (same formula, charge and spin)	97.3	kcal per mole

Here are the Mulliken charges for atoms 1 to 6, given in e: atom 1 (S): -0.299, atom 2 (C): -0.173, atom 3 (H): 0.316, atom 4 (N): -0.196, atom 5 (H): 0.254, atom 6 (H): 0.279



# 9
Entry from the OMol25 dataset: a molecular structure, C4H7NS at a distorted geometry (ωB97M-V/def2-TZVPD).

```
13
Properties=species:S:1:pos:R:3:forces:R:3
C -1.389398 -0.096669 0.010465 0.7 5.0 3.1
H 0.742001 1.222251 -0.008843 1.6 0.4 -0.7
H 1.943971 -1.548884 0.032315 -0.7 0.3 -0.1
N -3.996671 -0.272517 -0.104870 9.8 1.2 -2.7
C -2.751030 -0.144658 -0.343436 -11.7 -2.3 2.3
H 2.496105 0.800314 0.204282 0.6 0.9 -0.2
H -1.039718 0.932496 -0.359165 -0.2 -1.6 0.0
H -1.652438 0.380373 1.237533 1.5 -2.1 -2.9
H 1.341169 -0.511472 1.366226 -1.2 -1.1 -2.0
C 1.133246 -0.802066 0.216694 8.6 4.8 3.1
H 1.755993 0.780530 -1.505705 -0.1 -0.4 0.9
C 1.629254 0.649384 -0.406250 -2.3 -1.6 1.1
S -0.212478 -1.389082 -0.339241 -6.7 -3.3 -2.0
```
Forces are in eV/Å.

## Properties
gap between HOMO and LUMO	9.4	eV
energy relative to the best compared isomer or geometry (same formula, charge and spin)	98.4	kcal per mole

Here are the Mulliken charges for atoms 1 to 6, given in e: atom 1 (C): -0.112, atom 2 (H): 0.278, atom 3 (H): 0.307, atom 4 (N): -0.478, atom 5 (C): -0.044, atom 6 (H): 0.354